Record 1
This record from the OMol25 dataset describes C3H5ClN2 in the gas phase at a distorted geometry. The level of theory is wB97M-V/def2-TZVPD.

Geometry (Å):
H (-0.646, 0.755, 3.248)
N (-0.809, 0.936, 2.245)
C (-0.373, 0.033, 1.481)
N (-0.147, 0.298, 0.133)
C (0.093, -0.622, -0.778)
C (0.380, -0.318, -2.059)
Cl (0.577, 1.292, -2.651)
H (0.077, -0.920, 1.755)
H (-0.074, 1.292, -0.178)
H (0.221, -1.678, -0.444)
H (0.701, -1.068, -2.750)

Computed properties:
orbital gap	9.2	eV
highest occupied orbital energy	-8.263	eV
2S+1	1
relative energy (zero: lowest compared OMol25 entry of this formula, charge and spin)	37.0	kJ/mol
SMILES	[H]/N=C/N/C=C\Cl

---

Record 2
This record from the OMol25 dataset describes a 8-piece molecular cluster, C26H63N5O10P overall at a distorted geometry. The level of theory is wB97M-V/def2-TZVPD.

Geometry (Å):
C (0.099, -0.616, 0.514)
C (1.363, 0.237, 0.323)
O (2.487, -0.084, 1.152)
H (0.295, -1.640, 0.196)
H (-0.748, -0.294, -0.092)
H (-0.231, -0.572, 1.552)
H (1.077, 1.286, 0.394)
H (1.730, 0.103, -0.694)
C (-1.740, -3.946, 0.600)
C (-2.423, -5.351, 0.309)
C (-3.908, -5.362, 0.685)
C (-4.730, -4.167, 0.112)
C (-6.256, -4.338, 0.150)
C (-6.806, -5.354, -0.835)
H (-0.718, -4.121, 0.266)
H (-1.721, -3.677, 1.656)
H (-2.196, -3.154, 0.005)
H (-2.353, -5.478, -0.771)
H (-1.927, -6.241, 0.697)
H (-3.952, -5.442, 1.772)
H (-4.393, -6.280, 0.355)
H (-4.480, -3.246, 0.637)
H (-4.395, -3.877, -0.884)
H (-6.584, -4.751, 1.104)
H (-6.833, -3.418, 0.064)
H (-6.183, -6.247, -0.880)
H (-7.798, -5.733, -0.588)
H (-6.816, -4.913, -1.832)
C (1.755, -2.183, 3.520)
C (1.466, -0.961, 4.385)
O (0.764, -1.146, 5.383)
N (1.984, 0.191, 3.971)
C (1.911, 1.455, 4.669)
H (1.930, -3.073, 4.124)
H (2.636, -1.960, 2.919)
H (0.952, -2.282, 2.790)
H (2.206, 0.210, 2.986)
H (1.123, 2.022, 4.174)
H (2.855, 1.906, 4.361)
H (1.682, 1.429, 5.735)
C (-1.579, 2.375, 1.877)
C (-2.887, 1.511, 1.688)
O (-3.639, 1.474, 2.629)
N (-3.054, 0.921, 0.549)
C (-4.157, 0.000, 0.200)
H (-1.021, 2.598, 0.968)
H (-0.884, 1.703, 2.381)
H (-1.764, 3.305, 2.414)
H (-2.400, 1.178, -0.176)
H (-3.924, -0.694, -0.607)
H (-4.954, 0.574, -0.272)
H (-4.526, -0.524, 1.082)
C (2.521, -3.777, -0.126)
C (3.533, -3.340, -1.165)
O (4.164, -4.154, -1.821)
N (3.640, -2.008, -1.316)
C (4.482, -1.436, -2.342)
H (2.579, -4.842, 0.098)
H (1.526, -3.522, -0.491)
H (2.749, -3.206, 0.775)
H (3.055, -1.369, -0.798)
H (5.041, -2.189, -2.898)
H (5.201, -0.813, -1.811)
H (3.931, -0.747, -2.982)
C (0.738, 7.647, 0.645)
C (0.938, 6.184, 0.321)
O (0.775, 5.793, -0.830)
N (1.219, 5.305, 1.338)
C (1.354, 3.894, 1.191)
H (1.565, 8.313, 0.398)
H (0.464, 7.832, 1.683)
H (-0.163, 7.988, 0.134)
H (1.408, 5.707, 2.245)
H (2.412, 3.668, 1.063)
H (0.827, 3.497, 0.323)
H (0.997, 3.374, 2.080)
C (5.497, 1.615, 2.092)
C (5.628, 1.997, 0.653)
O (6.720, 2.378, 0.191)
N (4.502, 1.892, -0.053)
C (4.289, 2.269, -1.393)
H (5.679, 2.491, 2.714)
H (6.230, 0.900, 2.463)
H (4.476, 1.309, 2.324)
H (3.766, 1.330, 0.352)
H (5.005, 1.682, -1.968)
H (4.485, 3.330, -1.548)
H (3.299, 2.017, -1.772)
C (-3.015, -0.291, -3.857)
O (-2.943, 1.100, -3.863)
P (-1.649, 1.828, -3.185)
O (-1.638, 1.879, -1.700)
O (-1.756, 3.320, -3.857)
C (-1.385, 3.633, -5.170)
O (-0.356, 1.191, -3.963)
C (0.992, 1.047, -3.463)
H (-2.045, -0.759, -3.691)
H (-3.318, -0.726, -4.809)
H (-3.646, -0.663, -3.050)
H (-0.680, 4.436, -5.389)
H (-2.280, 3.892, -5.737)
H (-1.033, 2.793, -5.768)
H (1.154, -0.022, -3.328)
H (1.027, 1.509, -2.477)
H (1.701, 1.471, -4.175)

Computed properties:
orbital gap	7.1	eV
highest occupied orbital energy	-5.124	eV
2S+1	1
charge	-1

---

Record 3
This record from the OMol25 dataset describes C35H41BrN6O3Se2SiTl as an isolated structure. The level of theory is wB97M-V/def2-TZVPD.

Geometry (Å):
Tl (0.190, 2.120, 0.242)
Br (-2.239, -6.818, -4.338)
C (-0.810, -5.611, -4.669)
C (-1.011, -4.246, -4.501)
C (0.026, -3.369, -4.734)
C (1.281, -3.834, -5.148)
C (1.447, -5.204, -5.333)
C (0.415, -6.096, -5.085)
N (2.323, -2.979, -5.590)
N (2.630, -1.915, -4.982)
C (2.321, -1.598, -3.685)
C (2.182, -2.602, -2.722)
C (2.095, -2.582, -1.345)
C (2.175, -1.380, -0.641)
O (2.255, -1.171, 0.662)
C (2.162, 0.550, -2.248)
N (2.002, 1.851, -2.096)
C (1.961, 2.626, -3.184)
C (2.070, 2.096, -4.447)
C (2.202, 0.716, -4.583)
C (2.264, -0.126, -3.479)
H (-1.974, -3.873, -4.180)
H (-0.128, -2.309, -4.582)
H (2.408, -5.563, -5.680)
H (0.564, -7.158, -5.221)
H (2.217, -3.606, -3.132)
H (2.055, -3.498, -0.777)
H (1.811, 3.685, -3.014)
H (2.029, 2.735, -5.318)
H (2.253, 0.267, -5.564)
O (-1.321, 1.416, -1.976)
C (-1.200, 0.219, -1.648)
O (-0.716, -0.209, -0.573)
H (-1.563, -0.548, -2.371)
N (2.185, -0.117, -1.029)
C (2.148, 0.326, 0.374)
C (1.791, 1.162, 3.570)
Si (3.571, 0.875, 3.090)
C (4.693, 2.109, 3.944)
C (4.093, -0.865, 3.554)
Se (3.868, 1.178, 0.845)
H (1.701, 1.297, 4.650)
H (1.154, 0.331, 3.270)
H (1.403, 2.061, 3.089)
H (4.736, 1.896, 5.014)
H (4.327, 3.126, 3.810)
H (5.709, 2.062, 3.551)
H (4.293, -0.954, 4.623)
H (4.998, -1.132, 3.009)
H (3.321, -1.585, 3.285)
C (-0.441, -4.222, 2.824)
C (-1.126, -3.153, 3.669)
C (-2.219, -2.394, 2.921)
C (-1.656, -1.545, 1.791)
N (-2.680, -0.771, 1.116)
C (-2.967, 0.526, 1.376)
Se (-2.320, 1.510, 2.787)
N (-3.819, 0.957, 0.410)
C (-4.271, 2.328, 0.226)
C (-5.757, 2.525, 0.504)
C (-6.180, 2.340, 1.963)
C (-6.335, 0.887, 2.400)
C (-4.061, -0.069, -0.482)
C (-4.804, -0.119, -1.650)
C (-4.798, -1.316, -2.348)
C (-4.070, -2.420, -1.897)
C (-3.322, -2.365, -0.731)
C (-3.334, -1.169, -0.033)
H (0.309, -4.765, 3.399)
H (0.065, -3.794, 1.959)
H (-1.169, -4.948, 2.456)
H (-0.383, -2.437, 4.031)
H (-1.561, -3.617, 4.557)
H (-2.751, -1.729, 3.605)
H (-2.955, -3.099, 2.518)
H (-1.161, -2.139, 1.023)
H (-0.925, -0.831, 2.174)
H (-4.002, 2.613, -0.794)
H (-3.672, 2.934, 0.907)
H (-6.349, 1.860, -0.133)
H (-5.994, 3.544, 0.184)
H (-7.137, 2.851, 2.106)
H (-5.457, 2.840, 2.612)
H (-7.025, 0.355, 1.741)
H (-6.730, 0.829, 3.415)
H (-5.385, 0.356, 2.395)
H (-5.340, 0.744, -2.018)
H (-5.356, -1.392, -3.271)
H (-4.080, -3.333, -2.476)
H (-2.741, -3.211, -0.394)

Computed properties:
orbital gap	6.0	eV
highest occupied orbital energy	-3.739	eV
2S+1	1
relative energy (zero: lowest compared OMol25 entry of this formula, charge and spin)	0.0	kJ/mol
charge	-1

---

Record 4
This record from the OMol25 dataset describes C20H23IrN8O2S2 as an isolated structure. The level of theory is wB97M-V/def2-TZVPD.

Geometry (Å):
Ir (-1.402, -0.877, -0.664)
N (0.646, -2.693, -3.997)
C (-0.147, -2.308, -3.004)
S (0.188, -0.716, -2.282)
N (-1.118, -3.089, -2.624)
N (-1.874, -2.551, -1.640)
C (-2.954, -3.135, -1.269)
C (-3.741, -2.495, -0.224)
C (-4.950, -3.013, 0.195)
C (-5.697, -2.317, 1.136)
C (-5.214, -1.116, 1.615)
C (-3.988, -0.654, 1.161)
N (-3.253, -1.326, 0.277)
H (1.399, -2.112, -4.321)
H (0.459, -3.563, -4.471)
H (-3.267, -4.050, -1.758)
H (-5.306, -3.945, -0.223)
H (-6.647, -2.706, 1.476)
H (-5.770, -0.531, 2.334)
H (-3.591, 0.286, 1.513)
O (-0.139, 6.137, -3.186)
C (0.884, 5.748, -2.312)
N (0.276, 4.684, -1.526)
C (0.908, 4.135, -0.483)
O (2.047, 4.407, -0.141)
C (0.174, 3.069, 0.289)
C (0.236, 3.083, 1.682)
C (-0.332, 2.035, 2.385)
C (-0.867, 0.971, 1.681)
N (-0.893, 0.933, 0.339)
C (-0.411, 1.990, -0.340)
H (0.154, 6.877, -3.728)
H (1.204, 6.555, -1.646)
H (1.758, 5.354, -2.838)
H (-0.712, 4.549, -1.678)
H (0.729, 3.905, 2.185)
H (-0.335, 2.013, 3.466)
H (-1.245, 0.102, 2.197)
H (-0.469, 1.936, -1.423)
C (3.795, 0.702, 0.192)
C (3.218, -0.535, 0.783)
C (3.919, -1.487, 1.469)
C (3.242, -2.622, 1.946)
N (1.941, -2.801, 1.709)
C (1.279, -1.877, 1.051)
S (-0.420, -2.195, 0.891)
N (1.883, -0.753, 0.613)
C (3.938, -3.690, 2.711)
H (4.812, 0.853, 0.542)
H (3.210, 1.593, 0.434)
H (3.818, 0.605, -0.897)
H (4.978, -1.360, 1.636)
H (1.342, -0.073, 0.098)
H (4.904, -3.361, 3.086)
H (4.092, -4.547, 2.051)
H (3.307, -4.027, 3.530)

Computed properties:
orbital gap	6.9	eV
highest occupied orbital energy	-14.067	eV
2S+1	1
relative energy (zero: lowest compared OMol25 entry of this formula, charge and spin)	0.0	kJ/mol
charge	+2

---

Record 5
This record from the OMol25 dataset describes C23H45N2O3P3Pt as an isolated structure at a distorted geometry. The level of theory is wB97M-V/def2-TZVPD.

Geometry (Å):
P (4.082, -2.039, 0.133)
C (4.230, -1.816, 1.952)
H (5.020, -1.092, 2.176)
H (4.458, -2.778, 2.430)
H (3.255, -1.456, 2.317)
C (5.425, -3.266, -0.236)
H (5.092, -3.773, -1.169)
H (5.452, -4.017, 0.573)
H (6.404, -2.770, -0.399)
C (4.868, -0.461, -0.393)
H (5.887, -0.605, -0.767)
H (4.848, 0.240, 0.446)
H (4.211, -0.066, -1.180)
P (-1.602, 4.438, -0.473)
C (-1.778, 4.993, 1.258)
H (-2.194, 5.994, 1.398)
H (-0.777, 4.940, 1.718)
H (-2.370, 4.274, 1.838)
C (-1.017, 5.882, -1.457)
H (-1.191, 5.683, -2.525)
H (0.080, 5.927, -1.371)
H (-1.463, 6.850, -1.176)
C (-3.291, 4.198, -1.146)
H (-3.986, 5.034, -1.104)
H (-3.733, 3.315, -0.661)
H (-3.166, 3.884, -2.189)
P (-2.649, -2.399, 0.700)
C (-3.383, -2.757, 2.324)
H (-4.173, -3.481, 2.123)
H (-3.812, -1.863, 2.795)
H (-2.619, -3.213, 2.972)
C (-3.918, -3.052, -0.384)
H (-3.946, -4.131, -0.183)
H (-3.700, -2.887, -1.446)
H (-4.886, -2.614, -0.101)
C (-1.234, -3.485, 0.637)
H (-1.573, -4.465, 1.024)
H (-0.411, -3.102, 1.263)
H (-0.917, -3.610, -0.413)
Pt (0.353, 0.270, -2.425)
C (0.890, 1.284, -0.998)
O (1.284, 1.966, -0.154)
C (-2.207, -0.703, 0.295)
O (-2.150, 0.468, 0.243)
C (-1.158, 0.090, -4.020)
C (-0.519, -1.145, -3.861)
C (0.887, -1.186, -3.899)
C (1.634, -0.024, -4.209)
C (0.987, 1.180, -4.468)
C (-0.410, 1.254, -4.320)
H (-2.237, 0.174, -3.881)
H (-1.096, -2.023, -3.623)
H (1.398, -2.110, -3.677)
H (2.728, -0.047, -4.197)
H (1.556, 2.071, -4.756)
H (-0.923, 2.189, -4.534)
C (1.594, -3.409, 3.835)
N (0.600, -2.550, 4.420)
C (-0.412, -3.139, 5.265)
C (-1.020, -2.074, 6.142)
C (-1.483, -0.894, 5.325)
N (-0.405, -0.439, 4.478)
C (-0.504, 0.873, 3.905)
C (0.527, -1.276, 3.910)
O (1.264, -0.896, 2.978)
H (2.598, -3.000, 4.008)
H (1.463, -3.515, 2.748)
H (1.523, -4.397, 4.304)
H (-1.193, -3.631, 4.653)
H (0.073, -3.912, 5.871)
H (-0.279, -1.746, 6.880)
H (-1.869, -2.494, 6.680)
H (-1.770, -0.056, 5.970)
H (-2.372, -1.168, 4.724)
H (-1.159, 1.491, 4.528)
H (0.492, 1.328, 3.863)
H (-0.908, 0.848, 2.883)

Computed properties:
orbital gap (alpha / beta)	5.9 / 3.7	eV
highest occupied orbital energy (alpha / beta)	-17.283 / -17.280	eV
2S+1	5
expectation value of S²	6.010
relative energy (zero: lowest compared OMol25 entry of this formula, charge and spin)	41.4	kJ/mol
charge	+4